Record 1
The following is a DFT calculation (ωB97M-V/def2-TZVPD) of C22H14BrCl2CoN3S2Se2Te2 as an isolated structure at a distorted geometry.

Structure (XYZ):
```
49
Properties=species:S:1:pos:R:3:forces:R:3
Te -3.01627 4.92256 -0.67563 0.1036 -0.0032 -0.0736
Te -0.84169 5.66219 0.79253 -0.1332 0.0332 -0.1267
Br -1.21380 0.66641 6.05474 0.0426 -0.0199 -0.0209
Se 0.84387 4.33559 -0.47638 0.0924 0.1724 -0.1225
Se -2.81127 2.43537 -0.41588 -1.4716 0.3952 -0.2192
Co -0.43312 2.01613 -0.45213 0.0670 1.0571 1.0204
Cl -0.16348 -4.58417 1.11311 0.0845 -0.1168 0.0740
Cl -2.51271 -0.81626 -2.04418 -0.0984 -0.0141 -0.0802
S 0.06897 -1.80405 -0.47476 0.1721 -0.0599 -0.0170
S -0.41918 2.25826 -5.02063 0.3039 -0.1955 0.4824
N 2.76005 0.13349 -2.11954 -0.4058 0.0809 -0.4378
N -0.33890 2.05247 -2.49384 0.3647 -0.4365 -0.6325
N 1.38084 1.09732 -0.64954 0.9731 -0.3741 -1.8297
C -0.49808 1.66261 1.47765 -0.2363 -0.5168 1.1956
C -3.63950 -3.14284 -1.34231 -0.0377 0.0847 -0.0605
C 0.96165 1.49571 -4.31519 -0.1726 0.3886 0.2268
C 2.51306 0.16298 1.40585 -0.0315 -0.0699 0.1515
C -1.29872 0.58484 1.89417 0.0495 0.1191 0.3299
C 4.16543 -1.16283 -0.48572 0.2212 -0.1522 0.1124
C -1.08729 2.48364 -3.44349 -0.0203 0.1284 -0.6438
C 1.65810 0.92059 -1.93128 0.7177 -0.3656 1.4009
C -1.49783 0.25836 3.23070 -0.0520 -0.0874 -0.0716
C 0.82812 1.48493 -2.95407 -0.5213 0.1843 -1.1639
C -2.50925 -2.35525 -1.24019 0.0432 -0.2793 0.1534
C -1.48403 -3.99519 0.14944 -0.2650 0.1766 -0.1968
C 3.52214 -0.69750 1.79781 -0.1203 0.1248 0.1306
C 0.12768 2.37993 2.50123 -0.0575 -0.1276 0.0911
C 2.31412 0.35677 0.04125 0.4599 -0.2293 0.0228
C 4.33248 -1.36218 0.87472 0.0026 0.0018 -0.3421
C -0.06631 2.09351 3.85228 0.1057 0.0666 0.0292
C -3.69691 -4.36944 -0.69653 -0.0820 -0.1007 -0.0086
C 3.16558 -0.28906 -0.87440 -0.1410 0.1549 0.3015
C -0.88613 1.03817 4.19378 -0.0020 0.0075 0.1101
C -1.35506 -2.74845 -0.51333 0.1979 0.0722 -0.1411
C -2.61312 -4.78727 0.06125 0.0476 -0.0273 0.0090
H -2.63052 -5.73696 0.58090 -0.0138 0.0096 0.0142
H -4.57696 -4.99478 -0.78193 -0.0137 0.0224 0.0150
H 1.80208 1.20431 -4.92303 -0.0242 -0.1560 0.0484
H 5.09442 -2.05047 1.21867 -0.0123 -0.0018 0.0272
H 1.87986 0.64599 2.13465 -0.0741 0.0170 -0.0473
H 3.67119 -0.87632 2.85536 -0.0055 0.0010 -0.0043
H 0.41756 2.69095 4.61667 -0.0392 -0.0228 0.0287
H -4.47284 -2.78832 -1.93567 -0.0118 0.0117 0.0304
H 0.80558 3.19292 2.25809 -0.0793 0.0738 -0.0862
H -1.80851 -0.02592 1.15547 0.0090 -0.0184 -0.0144
H -2.12667 -0.57838 3.50995 0.0101 0.0128 0.0252
H 4.77180 -1.68874 -1.21352 0.0202 0.0294 0.0125
H -2.05469 2.94677 -3.31062 0.0084 -0.0092 0.2836
H 2.96828 -0.32840 -2.98646 0.0253 -0.0417 0.0137
```
Positions in Å, forces in eV/Å.

Summary:
LUMO (spin up / spin down) ... 3.66 / 3.65 eV
Net charge ... -2
HOMO level (spin up / spin down) ... -0.763 / -1.274 eV
Spin multiplicity ... 4
⟨S²⟩ ... 3.766
Energy ... -327179.094 eV

For reference, the Löwdin charges in units of e are: atom 1 (Te): -0.016, atom 2 (Te): -0.005, atom 3 (Br): 0.595, atom 4 (Se): -0.226, atom 5 (Se): -0.105, atom 6 (Co): 0.079, atom 7 (Cl): 0.590, atom 8 (Cl): 0.619, atom 9 (S): 0.549, atom 10 (S): 0.997, atom 11 (N): 0.180, atom 12 (N): -0.086, atom 13 (N): 0.076, atom 14 (C): -0.334, atom 15 (C): -0.156, atom 16 (C): -0.331, atom 17 (C): 0.016, atom 18 (C): -0.174, atom 19 (C): -0.037, atom 20 (C): -0.453, atom 21 (C): -0.277, atom 22 (C): -0.145, atom 23 (C): -0.300, atom 24 (C): -0.691, atom 25 (C): -0.707, atom 26 (C): -0.086, atom 27 (C): -0.196, atom 28 (C): -0.242, atom 29 (C): -0.105, atom 30 (C): -0.167, atom 31 (C): -0.141, atom 32 (C): -0.218, atom 33 (C): -0.702, atom 34 (C): -0.807, atom 35 (C): -0.166, atom 36 (H): 0.084, atom 37 (H): 0.081, atom 38 (H): 0.064, atom 39 (H): 0.090, atom 40 (H): 0.100, atom 41 (H): 0.097, atom 42 (H): 0.084, atom 43 (H): 0.088, atom 44 (H): 0.036, atom 45 (H): 0.057, atom 46 (H): 0.090, atom 47 (H): 0.099, atom 48 (H): 0.045, atom 49 (H): 0.157

***

Record 2
The following is a DFT calculation (ωB97M-V/def2-TZVPD) of C22H15BClF4N4O4Ru as an isolated structure at a distorted geometry.

Structure (XYZ):
```
52
Properties=species:S:1:pos:R:3:forces:R:3
Ru 0.34628 0.36564 -1.49612 -1.9497 -1.2164 0.3863
Cl 4.97104 -1.36004 -4.13025 0.0278 -0.0631 0.0424
F -3.03240 3.02958 -2.52401 -0.6392 -0.3625 0.0560
F -1.21190 4.08561 -1.70292 0.4208 0.4101 0.6494
F -0.82680 1.68714 -2.30806 1.1631 -1.2240 0.6137
F -1.33364 3.62464 -3.91027 0.3523 -0.0192 -0.7817
O 1.46995 1.28234 0.24094 0.4335 1.3790 1.3435
O 0.96971 -1.36442 -0.69343 1.6715 2.7632 -3.9463
O -1.15483 -0.11349 -0.00828 0.2518 0.6559 -0.5252
O 0.89598 -2.84509 0.96189 0.8813 -0.0732 -0.6794
N 4.56424 3.25616 0.28099 0.4570 0.0672 -0.2624
N 1.74434 0.56507 -2.95236 0.1425 0.2190 -0.0107
N 1.83876 4.57196 3.47809 -0.0661 0.2327 0.2833
N 1.42983 2.17254 1.10912 0.2205 -0.7369 -0.8805
C 2.02444 3.88799 2.58029 -0.3296 0.0370 0.2055
C -0.04713 -1.12061 4.58780 0.0409 0.3380 0.0133
C 2.68497 1.83613 -4.72721 -0.1772 -0.2108 0.2777
C 2.29968 3.04490 1.47317 -0.1963 -0.3502 -0.1233
C -4.04466 -4.10645 0.39553 0.1044 0.1344 -0.0274
C 3.56238 3.18776 0.82742 -0.1840 -0.3068 -0.2103
C -0.91665 -1.19510 0.87432 2.4352 -2.0323 -0.2430
C 3.73927 -0.18393 -4.01857 -0.5094 0.3778 0.1307
C -0.88397 0.61977 2.60853 -0.1186 -0.4982 -0.1400
C -3.10760 -1.94594 -0.06855 0.3401 0.0374 0.4275
C 0.50763 -1.90932 0.33245 -3.8139 -0.3273 3.9343
C 2.72420 -0.32862 -3.07335 0.8218 -0.6678 -0.1611
C -1.88158 -3.52597 1.26928 0.1331 0.2774 0.0226
C -0.31504 0.20376 4.90470 0.0181 -0.0143 -0.1383
C -2.91073 -4.43659 1.12684 -0.2148 0.0673 -0.2874
C -4.13562 -2.85596 -0.19901 -0.1739 -0.3469 0.0313
C 3.72325 0.93087 -4.85564 -0.0852 -0.1948 0.2134
C -0.72962 1.07023 3.90468 0.0795 0.0752 0.3252
C -0.19790 -1.57717 3.29177 -0.0855 -0.0216 -0.2342
C -0.64868 -0.72186 2.28316 -0.2498 0.6233 0.3356
C 1.71099 1.62699 -3.76060 0.0189 0.7614 -0.6038
C -1.97592 -2.25497 0.69787 -0.8407 0.0327 -0.2367
B -1.82701 3.49851 -2.70416 -0.1964 0.3028 0.1289
H 0.29876 -1.79747 5.35166 0.0448 -0.1069 0.0877
H -1.92625 0.39880 0.27799 0.1350 0.1189 -0.2153
H -3.20914 -0.98896 -0.56024 -0.0441 0.0010 -0.0240
H 0.89219 2.33051 -3.64699 0.0842 -0.1799 0.0499
H -0.18507 0.56273 5.91351 -0.0342 0.0173 0.1052
H -0.94906 2.10105 4.13709 0.0158 0.1246 0.0412
H -5.01292 -2.58173 -0.76379 -0.0825 -0.0360 -0.1039
H -2.81909 -5.41685 1.56613 0.0237 -0.1050 0.0665
H 2.61883 2.70189 -5.36902 -0.0170 0.0342 0.0360
H -0.98385 -3.82711 1.78258 -0.0498 0.0342 0.1300
H -4.83872 -4.82428 0.26645 -0.1114 -0.0648 0.0498
H 4.50553 1.08158 -5.58347 0.0640 -0.0517 -0.0675
H -1.21334 1.33029 1.86341 -0.0452 0.0758 -0.0129
H 2.71679 -1.17946 -2.40059 -0.0210 0.0686 -0.0440
H 0.08009 -2.59307 3.06926 -0.1461 -0.0559 -0.0277
```
Positions in Å, forces in eV/Å.

Summary:
LUMO (spin up / spin down) ... -4.98 / -6.71 eV
Net charge ... +1
HOMO level (spin up / spin down) ... -11.728 / -11.721 eV
Spin multiplicity ... 5
⟨S²⟩ ... 6.024
Energy ... -63851.985 eV

For reference, the Löwdin charges in units of e are: atom 1 (Ru): 1.645, atom 2 (Cl): 0.773, atom 3 (F): 0.283, atom 4 (F): 0.255, atom 5 (F): -0.373, atom 6 (F): 0.271, atom 7 (O): -0.029, atom 8 (O): -0.096, atom 9 (O): -0.139, atom 10 (O): 0.144, atom 11 (N): 0.235, atom 12 (N): -0.117, atom 13 (N): 0.238, atom 14 (N): 0.106, atom 15 (C): -0.133, atom 16 (C): -0.046, atom 17 (C): 0.000, atom 18 (C): -0.218, atom 19 (C): -0.063, atom 20 (C): -0.124, atom 21 (C): -0.285, atom 22 (C): -0.631, atom 23 (C): -0.055, atom 24 (C): -0.024, atom 25 (C): -0.526, atom 26 (C): -0.116, atom 27 (C): -0.015, atom 28 (C): -0.062, atom 29 (C): -0.050, atom 30 (C): -0.066, atom 31 (C): -0.034, atom 32 (C): -0.074, atom 33 (C): -0.008, atom 34 (C): -0.126, atom 35 (C): -0.085, atom 36 (C): -0.127, atom 37 (B): -1.017, atom 38 (H): 0.114, atom 39 (H): 0.131, atom 40 (H): 0.108, atom 41 (H): 0.108, atom 42 (H): 0.111, atom 43 (H): 0.109, atom 44 (H): 0.110, atom 45 (H): 0.112, atom 46 (H): 0.130, atom 47 (H): 0.102, atom 48 (H): 0.109, atom 49 (H): 0.127, atom 50 (H): 0.101, atom 51 (H): 0.115, atom 52 (H): 0.104

***

Record 3
The following is a DFT calculation (ωB97M-V/def2-TZVPD) of C22H15BrClNO7RhS as an isolated structure at a distorted geometry.

Structure (XYZ):
```
49
Properties=species:S:1:pos:R:3:forces:R:3
Rh -0.21744 0.47901 0.64848 0.4972 0.6192 -1.7959
Br -6.00053 2.22434 -2.33012 -0.0190 0.0031 -0.0132
Cl -1.02620 -0.33662 3.54134 -0.1046 -0.4943 0.2263
S 4.19234 1.44474 0.42415 0.0884 0.0883 -0.0768
O -0.84937 0.89527 2.68933 0.1293 -0.0825 -1.0522
O -0.54260 -1.54770 0.28776 0.1603 -0.0510 0.4123
O -0.52881 -4.11151 0.65710 0.0228 0.0664 -0.0004
O 0.43309 -0.66495 -1.47188 -0.2128 0.6079 0.6410
O 0.14808 -1.13983 3.41990 -0.0379 0.0679 -0.0132
O -1.20937 0.13279 4.87799 0.0100 0.1351 -0.1508
O -2.18380 -1.03603 3.06860 0.0961 0.1113 0.0051
N 0.33153 2.48485 0.68296 -0.0715 -0.3250 -0.0319
C 0.82461 -5.39477 -0.76001 0.0103 -0.0134 -0.0088
C -0.52186 3.50108 0.79615 -0.1239 0.0088 0.0058
C 1.22312 5.08569 0.49590 0.1829 -0.0128 -0.0285
C 0.29778 -4.15177 -0.39847 -0.0390 0.0113 0.0618
C 0.14175 -1.66681 -0.79260 0.0262 -0.0875 0.0670
C 2.06978 -4.37305 -2.55641 -0.0036 -0.0193 0.0126
C 4.12130 -0.25531 0.64687 0.0712 -0.0673 -0.0184
C -0.11934 4.81933 0.71313 -0.1363 -0.0303 0.0410
C -3.21884 1.60215 -2.25635 0.0518 0.0161 -0.0350
C 0.65251 -3.01651 -1.14352 -0.1519 -0.0206 -0.0598
C 1.54185 -3.14554 -2.20853 -0.0333 0.0078 -0.0465
C 1.69708 -5.49978 -1.82401 -0.0026 0.0274 -0.0102
C 1.86655 0.32185 0.71768 0.2239 -0.5175 1.0376
C -3.15324 1.08733 0.47381 -0.1937 0.1043 -0.5184
C 1.65176 2.72908 0.51515 0.2182 -0.1447 0.0900
C -4.35337 1.45034 -0.13274 0.0086 -0.0003 0.1650
C -2.02561 1.23181 -1.64071 -0.0190 0.0370 0.0641
C -4.36521 1.71052 -1.49105 0.0299 -0.0051 -0.0243
C 2.46475 1.53552 0.52160 -0.0799 0.0674 -0.0223
C 2.11648 4.03826 0.39872 -0.0152 0.1086 0.0008
C -1.97596 0.98061 -0.27368 -0.6440 -0.2890 1.2161
C 2.84754 -0.71382 0.78607 0.0633 0.1531 -0.0488
H -1.12818 1.12624 -2.23977 -0.0262 0.0163 -0.0359
H -3.14376 0.87189 1.53460 0.0020 -0.0106 0.0229
H -0.84911 5.60958 0.81184 -0.0039 -0.0072 0.0025
H 2.09922 -6.47151 -2.08531 0.0022 0.0030 0.0004
H 2.76367 -4.45843 -3.38201 -0.0039 -0.0011 -0.0026
H 0.53611 -6.25948 -0.17675 0.0006 0.0048 -0.0005
H 5.03798 -0.82588 0.66868 0.0016 0.0149 -0.0071
H 1.80347 -2.24474 -2.74854 0.0108 -0.0088 0.0000
H -0.73291 -3.16460 0.84430 0.0063 -0.0793 -0.0191
H -5.26505 1.52551 0.44680 -0.0067 0.0054 -0.0232
H 2.61366 -1.75763 0.95141 0.0093 0.0043 -0.0041
H 1.57227 6.10747 0.41232 0.0059 -0.0067 -0.0013
H -3.25393 1.79863 -3.32029 -0.0022 0.0017 0.0023
H -1.55716 3.23128 0.95347 0.0091 -0.0150 -0.0290
H 3.17341 4.21109 0.24667 -0.0073 -0.0020 0.0035
```
Positions in Å, forces in eV/Å.

Summary:
LUMO (spin up / spin down) ... 2.14 / 1.90 eV
Net charge ... -1
HOMO level (spin up / spin down) ... -5.151 / -5.219 eV
Spin multiplicity ... 1
Energy ... -135283.162 eV

For reference, the Löwdin charges in units of e are: atom 1 (Rh): 1.195, atom 2 (Br): 0.660, atom 3 (Cl): 0.681, atom 4 (S): 0.978, atom 5 (O): -0.445, atom 6 (O): -0.122, atom 7 (O): 0.078, atom 8 (O): 0.012, atom 9 (O): -0.324, atom 10 (O): -0.316, atom 11 (O): -0.327, atom 12 (N): -0.003, atom 13 (C): -0.019, atom 14 (C): -0.090, atom 15 (C): -0.069, atom 16 (C): -0.263, atom 17 (C): -0.571, atom 18 (C): -0.101, atom 19 (C): -0.427, atom 20 (C): -0.060, atom 21 (C): -0.148, atom 22 (C): -0.072, atom 23 (C): -0.024, atom 24 (C): -0.095, atom 25 (C): -0.246, atom 26 (C): -0.112, atom 27 (C): -0.254, atom 28 (C): -0.143, atom 29 (C): -0.109, atom 30 (C): -0.709, atom 31 (C): -0.533, atom 32 (C): -0.023, atom 33 (C): -0.253, atom 34 (C): -0.183, atom 35 (H): 0.088, atom 36 (H): 0.080, atom 37 (H): 0.102, atom 38 (H): 0.097, atom 39 (H): 0.092, atom 40 (H): 0.113, atom 41 (H): 0.056, atom 42 (H): 0.117, atom 43 (H): 0.087, atom 44 (H): 0.093, atom 45 (H): 0.105, atom 46 (H): 0.105, atom 47 (H): 0.091, atom 48 (H): 0.112, atom 49 (H): 0.101